Formula: C17H23Cl7N5RhSe
Source: OMol25
Level of theory: ωB97M-V/def2-TZVPD

Last column: natural (NBO) charge in e.
Positions of all 54 atoms, in Å:
Rh -0.5068 -1.6488 1.1456  0.699
Cl -0.3032 -3.7777 2.8149  0.036
C -1.6106 -3.3406 3.9153  -0.391
Cl -2.2568 -1.7974 3.3467  0.033
H -1.2150 -3.2191 4.9248  0.260
H -2.3990 -4.0934 3.8700  0.260
Cl -1.9565 -3.4971 -0.3010  0.078
C -1.3999 -2.4143 -1.5289  -0.040
C -0.5961 -1.3793 -1.0545  -0.175
C -0.1329 -0.4645 -1.9921  -0.044
Cl 0.7880 0.8866 -1.4624  0.026
C -0.4228 -0.5889 -3.3514  -0.123
Cl 0.2106 0.5357 -4.4912  0.101
C -1.2463 -1.6393 -3.7864  -0.072
Cl -1.6568 -1.7770 -5.4362  0.129
C -1.7615 -2.5677 -2.8596  -0.125
Cl -2.8086 -3.8253 -3.3667  0.123
C 2.5557 -2.7943 -1.9011  -0.416
N 3.0199 -1.5173 -1.4337  -0.309
C 3.7228 -0.6125 -2.1661  -0.013
C 4.0271 0.4292 -1.3469  -0.033
N 3.5075 0.1478 -0.1203  -0.300
C 3.6391 0.9915 1.0337  -0.422
C 2.8730 -1.0387 -0.1838  0.211
Se 1.9768 -1.9044 1.2153  0.155
H 2.7866 -2.8890 -2.9585  0.243
H 1.4772 -2.8816 -1.7602  0.229
H 3.0519 -3.5977 -1.3539  0.244
H 3.9604 -0.7690 -3.1977  0.260
H 4.5708 1.3307 -1.5431  0.261
H 3.2213 1.9765 0.8203  0.227
H 4.6938 1.1091 1.2902  0.247
H 3.1170 0.5401 1.8780  0.242
C -2.1921 2.3615 -0.8553  -0.409
N -2.1580 1.4438 0.2574  -0.437
C -3.0823 0.3417 0.1808  -0.393
C -1.2465 1.5434 1.2662  0.672
N -0.7349 0.4615 1.8015  -0.777
N -0.8847 2.7828 1.6781  -0.401
C 0.2674 2.9592 2.5382  -0.423
C -1.7887 3.9152 1.6384  -0.414
H -2.1510 1.7855 -1.7831  0.209
H -1.3355 3.0280 -0.8380  0.226
H -3.1119 2.9506 -0.8707  0.214
H -4.0905 0.6839 0.4350  0.222
H -2.7955 -0.4403 0.8867  0.191
H -3.1045 -0.0740 -0.8269  0.209
H -0.1675 0.6346 2.6264  0.389
H 1.1130 2.3896 2.1561  0.203
H 0.0584 2.6674 3.5717  0.208
H 0.5400 4.0119 2.5422  0.240
H -2.7869 3.6103 1.3424  0.227
H -1.4197 4.6830 0.9569  0.218
H -1.8550 4.3480 2.6364  0.223

Results
LUMO energy (eV): -8.053
E (eV): -181448.71927
Multiplicity: 1
ΔE to the lowest compared entry with this formula, charge and spin (eV): 0.0000
E_HOMO (Ha): -0.5291
Net charge: +2
Frontier orbital gap (eV): 6.34